1.
Below is the molecule C5H10, with properties calculated with ωB97M-V/def2-TZVPD.

Calculated values
Lowest unoccupied orbital energy = 1.216 eV
ΔE to the lowest compared entry with this formula, charge and spin = 114.2 kcal/mol
HOMO = -8.97 eV

Atoms and positions in Å:
C: -2.57691 0.21487 0.08964
C: -1.15601 -0.11489 -0.40074
C: -0.10916 -0.41294 0.38232
C: 1.26598 -0.70541 -0.09635
C: 2.28371 0.52234 0.03121
H: -2.89874 1.09708 -0.41904
H: -3.31347 -0.50128 -0.38570
H: -2.68259 0.00938 1.35997
H: -1.00336 -0.08050 -1.30973
H: -0.04051 -0.30192 1.40650
H: 1.61443 -1.29755 0.38904
H: 1.39903 -0.87464 -1.15242
H: 3.07284 0.33219 -0.52862
H: 1.87383 1.26841 -0.57220
H: 2.27095 0.84487 1.20613

2.
Below is the molecule C5H8ClNO, with properties calculated with ωB97M-V/def2-TZVPD.

Calculated values
Lowest unoccupied orbital energy = 0.773 eV
ΔE to the lowest compared entry with this formula, charge and spin = 27.0 kcal/mol
HOMO = -10.98 eV

Atoms and positions in Å:
C: 1.26258 0.56683 1.02767
C: -0.02753 0.92529 0.28651
O: -0.90619 1.62746 1.12018
C: -0.68883 -0.33999 -0.32349
C: -0.06414 -0.68726 -1.83988
Cl: -2.45254 -0.06459 -0.56748
C: -0.56805 -1.49797 0.51560
N: -0.50548 -2.40303 1.21247
H: 1.03618 -0.02575 1.91426
H: 1.75403 1.48447 1.34334
H: 1.94096 0.00219 0.39502
H: 0.19281 1.62105 -0.53218
H: -1.14593 1.06651 1.87317
H: -0.25735 0.16520 -2.47753
H: -0.56894 -1.57065 -2.21141
H: 0.99841 -0.86973 -1.73625

3.
Below is a structure of composition C41H66F6NO29V3, with properties calculated with ωB97M-V/def2-TZVPD.

Calculated values
Lowest unoccupied orbital energy = -1.600 eV
ΔE to the lowest compared entry with this formula, charge and spin = 0.0 kcal/mol
HOMO = -8.48 eV

Atoms and positions in Å:
O: 6.88057 20.22583 18.35957
V: 7.47076 20.58108 16.93353
O: 9.04054 20.37145 17.00988
O: 5.18766 24.97377 16.38674
V: 4.92442 23.80757 17.41846
O: 4.72725 24.36250 18.89854
O: 3.78688 20.31391 13.49709
V: 4.45151 21.32383 14.53824
O: 4.99155 22.52768 13.79100
C: 6.21635 18.68635 15.25558
O: 7.26802 18.51461 16.16016
O: 5.95044 20.05332 15.39605
C: 6.54279 18.28953 13.79987
F: 7.88512 18.18163 13.68683
F: 6.01124 17.08324 13.55917
F: 6.15748 19.12034 12.84972
C: 7.58672 17.18257 16.57871
C: 8.61627 17.29773 17.69749
H: 8.31193 18.10563 18.36661
H: 8.56931 16.46890 18.40899
H: 9.64328 17.42146 17.37052
H: 8.03028 16.58454 15.78458
H: 6.72841 16.67348 17.02050
H: 5.27094 18.26193 15.61220
C: 2.99015 21.51671 17.41197
O: 3.82612 21.68196 18.52934
O: 3.64264 22.25865 16.45983
C: 2.60065 20.05618 17.07605
F: 3.23663 19.61265 15.96239
F: 2.93006 19.19095 18.03674
F: 1.30155 19.89630 16.82359
C: 3.40444 21.27858 19.83575
C: 4.55347 21.65026 20.77403
H: 4.76298 20.80314 21.42213
H: 5.45086 21.71684 20.14835
H: 4.48156 22.61482 21.26754
H: 3.27414 20.20600 19.90778
H: 2.49816 21.78039 20.18319
H: 2.00878 21.98077 17.61656
C: 8.52666 22.77054 19.48953
C: 8.69898 23.72778 18.33409
C: 10.22649 23.95428 18.19856
C: 10.70900 24.60099 16.91252
C: 10.11429 23.91793 15.69670
C: 8.61710 23.48616 15.69702
N: 8.25938 23.10197 17.07961
O: 6.87336 22.70035 17.06896
C: 8.50994 22.36908 14.67157
C: 7.82803 24.71402 15.18980
C: 8.06673 25.12566 18.52023
H: 8.78106 21.72625 19.29494
H: 7.44619 22.66205 19.66511
H: 9.04992 23.02860 20.40943
H: 10.72808 23.03430 18.50915
H: 10.51452 24.62972 19.01472
H: 11.77483 24.38350 16.82762
H: 10.54181 25.67542 16.94655
H: 10.69840 23.04316 15.39428
H: 10.24509 24.57251 14.83034
H: 7.46891 22.20929 14.37454
H: 8.81601 21.40868 15.09767
H: 9.12577 22.45845 13.77949
H: 7.81014 25.45954 15.98334
H: 6.80004 24.43981 14.97045
H: 8.29741 25.12656 14.29960
H: 7.01309 25.10811 18.24396
H: 8.70099 25.92717 18.16664
H: 7.91366 25.24424 19.60284
C: -1.58509 23.04123 17.66008
C: -1.56235 22.15989 16.42870
C: -1.92681 20.67785 16.65518
O: -3.12063 20.47141 15.93998
C: -3.50544 21.61056 15.32473
O: -4.46975 21.68216 14.64174
O: -2.66388 22.62001 15.61490
H: -0.74051 22.99923 18.35215
H: -2.52143 22.78264 18.15601
H: -1.57642 24.11113 17.44283
H: -0.63654 22.25949 15.85870
H: -2.10561 20.51175 17.72494
H: -1.10588 19.99792 16.43246
C: -1.98988 17.29951 20.22824
C: -1.19024 18.28680 21.04506
C: 0.18731 18.68874 20.45880
O: 0.10859 20.09600 20.33656
C: -1.05078 20.55327 20.86000
O: -1.32477 21.69487 21.00489
O: -1.91546 19.51803 21.01166
H: -1.61889 16.27688 20.20388
H: -2.04735 17.70181 19.21091
H: -3.04548 17.26622 20.50313
H: -0.95959 17.94287 22.05435
H: 0.44633 18.25926 19.48868
H: 0.92234 18.31391 21.17279
C: 4.71651 18.45728 26.13040
C: 4.00666 19.80423 26.09416
C: 4.81606 20.78668 25.19439
O: 4.07902 20.78443 23.99533
C: 2.91489 20.11753 24.11473
O: 2.06046 20.09199 23.28920
O: 2.79540 19.62554 25.35940
H: 4.13251 17.62217 26.50952
H: 5.60876 18.55103 26.75686
H: 5.08600 18.22900 25.12806
H: 3.83689 20.27021 27.06069
H: 5.84631 20.44444 25.12337
H: 4.86412 21.74322 25.72113
C: 8.95844 22.98784 25.20522
C: 7.91750 21.95419 24.76118
C: 7.96568 21.54539 23.28386
O: 8.64812 20.31186 23.26525
C: 8.77968 19.84459 24.53366
O: 9.15726 18.76806 24.83712
O: 8.26115 20.72415 25.41552
H: 8.75071 23.31634 26.22035
H: 8.96799 23.87355 24.56213
H: 9.96520 22.58530 25.07809
H: 6.97953 22.31877 25.16970
H: 8.40422 22.29172 22.62409
H: 6.90450 21.53481 22.99895
C: 1.77625 15.96820 14.63781
C: 2.86499 16.21950 15.68965
C: 2.43033 15.77510 17.12069
O: 3.13215 14.55285 17.26993
C: 3.84698 14.24150 16.17677
O: 4.20803 13.15178 15.89081
O: 3.96021 15.33713 15.39132
H: 1.81936 14.87126 14.59392
H: 1.83082 16.28586 13.60422
H: 0.83565 16.17807 15.15021
H: 3.24999 17.23507 15.71581
H: 1.36022 15.58186 17.19927
H: 2.66895 16.53833 17.86041
C: 2.26956 25.38646 23.34049
C: 3.71731 25.14087 23.79441
C: 4.14242 26.26378 24.78875
O: 3.86660 25.70972 26.06092
C: 3.71168 24.37056 25.96949
O: 3.83937 23.59344 26.85875
O: 3.62098 24.01900 24.68490
H: 1.78161 24.46389 23.01839
H: 2.37041 26.07235 22.49586
H: 1.56596 25.73969 24.09500
H: 4.34769 24.94578 22.93424
H: 3.49386 27.11906 24.61322
H: 5.17656 26.55439 24.59982

4.
Below is the ion C11H14N with charge +1, with properties calculated with ωB97M-V/def2-TZVPD.

Calculated values
Net charge = +1
Lowest unoccupied orbital energy = -5.160 eV
ΔE to the lowest compared entry with this formula, charge and spin = 60.3 kcal/mol
HOMO = -12.76 eV

Atoms and positions in Å:
C: -1.99340 -2.42245 -0.39435
N: -1.25917 -1.33444 -0.62572
C: -0.32974 -0.54755 0.16390
C: 0.19460 -0.91040 1.40327
C: -0.24577 -2.10625 2.15389
C: 1.21980 -0.01557 2.07444
C: 0.14182 0.62928 -0.55101
C: -0.67435 1.76868 -0.62758
C: -0.36158 2.81732 -1.50868
C: 0.87662 2.76517 -2.11324
C: 1.72688 1.67798 -2.02394
C: 1.28583 0.53111 -1.33491
H: -1.95378 -3.08687 0.49340
H: -2.70234 -2.64533 -1.12353
H: -1.62355 -0.93956 -1.46553
H: -0.10181 -2.02251 3.28392
H: 0.04094 -2.96806 1.63362
H: -1.39901 -2.15308 2.26236
H: 1.52863 0.65562 1.38669
H: 2.06208 -0.63875 2.61358
H: 0.71695 0.60048 2.75494
H: -1.59437 1.81329 -0.16855
H: -1.11847 3.57102 -1.58074
H: 1.13243 3.68350 -2.73735
H: 2.69044 1.71688 -2.68490
H: 1.74033 -0.43951 -1.28398

5.
Below is a cluster of 9 separate species, C25H26Cl10F32O4 in total, with properties calculated with ωB97M-V/def2-TZVPD.

Calculated values
Lowest unoccupied orbital energy = 0.025 eV
HOMO = -10.93 eV

Atoms and positions in Å:
F: -3.63451 2.30472 -8.12867
C: -4.48402 1.35210 -7.69090
F: -5.06827 0.86254 -8.73179
C: -3.72523 0.31041 -6.82140
F: -3.04475 -0.62913 -7.42043
F: -4.66559 -0.29100 -6.02819
C: -2.82542 1.03373 -5.79008
O: -3.38557 2.14323 -5.03598
C: -2.54234 3.01609 -4.34148
F: -1.59855 2.33179 -3.60045
F: -1.86176 3.67545 -5.24800
C: -3.31175 3.93320 -3.39461
F: -3.88041 3.28348 -2.38049
F: -2.48247 4.93306 -2.99780
H: -5.20748 1.94749 -7.13393
H: -1.95788 1.43822 -6.31148
H: -2.47374 0.26853 -5.09807
H: -4.08348 4.32859 -4.05508
F: -6.84093 2.52625 7.40189
C: -5.93169 2.24781 6.46124
F: -5.51474 3.39307 5.90913
C: -4.76636 1.48462 6.98631
F: -4.99014 0.35663 7.50972
F: -3.93261 2.23095 7.74233
C: -3.87061 1.01872 5.80859
O: -4.64222 0.14185 4.86680
C: -4.59288 0.82085 3.65412
F: -5.15070 2.02596 3.81716
F: -3.36046 0.99623 3.22006
C: -5.35743 0.08160 2.61267
F: -6.61976 -0.28605 2.87947
F: -5.34152 0.70625 1.50836
H: -6.53207 1.77696 5.68281
H: -3.09004 0.36775 6.20235
H: -3.34023 1.92219 5.50767
H: -5.01615 -0.92701 2.37957
F: 2.62968 4.69325 11.02495
C: 2.61529 3.94810 9.91009
F: 3.22892 2.85546 10.27323
C: 1.25551 3.63943 9.15205
F: 0.51572 4.75342 9.02191
F: 0.47495 2.86954 9.93943
C: 1.54252 2.93037 7.76245
O: 2.35711 1.72474 7.83792
C: 2.54477 1.12984 6.53861
F: 1.38976 0.79451 5.96692
F: 3.22726 2.01878 5.82611
C: 3.27665 -0.18705 6.68495
F: 2.74849 -1.01258 7.63202
F: 3.47475 -0.80169 5.51393
H: 3.36703 4.41375 9.27278
H: 1.97413 3.72741 7.15703
H: 0.59283 2.81271 7.24058
H: 4.27605 0.06913 7.03661
F: 7.98240 -0.42693 -10.91549
C: 6.93369 -0.88476 -10.29307
F: 6.33592 -1.56991 -11.28706
C: 7.16841 -1.73533 -9.01997
F: 7.70431 -1.10884 -7.96018
F: 8.05400 -2.75463 -9.36698
C: 5.87948 -2.57335 -8.67619
O: 4.87154 -1.67559 -8.21925
C: 4.44670 -1.76358 -6.85418
F: 4.13065 -3.05052 -6.60460
F: 5.44493 -1.52259 -5.96489
C: 3.16702 -0.91302 -6.44798
F: 2.24757 -1.05421 -7.47339
F: 2.66823 -1.25167 -5.30290
H: 6.25507 -0.03946 -10.17879
H: 6.12641 -3.43044 -8.04967
H: 5.43665 -2.99453 -9.57876
H: 3.41095 0.14101 -6.31531
Cl: 4.04989 -6.59323 3.98365
C: 3.87367 -6.94524 2.28444
Cl: 2.22073 -6.84362 1.58816
H: 4.57793 -6.32286 1.73240
H: 4.16155 -7.99507 2.22893
Cl: -3.86545 -4.91397 2.39770
C: -3.14882 -5.01980 4.06447
Cl: -1.83451 -3.76717 4.25363
H: -4.04950 -4.87193 4.66029
H: -2.80051 -6.00290 4.38114
Cl: 1.87322 3.07392 0.99785
C: 1.36760 4.74335 0.69490
Cl: 2.28837 5.97752 1.53564
H: 1.48268 4.92934 -0.37293
H: 0.30894 4.82735 0.94045
Cl: 0.12888 -5.73612 -5.48728
C: -0.52407 -4.53742 -4.35461
Cl: -2.09493 -5.11056 -3.74972
H: 0.10258 -4.30929 -3.49242
H: -0.69444 -3.57577 -4.83866
Cl: 1.95063 -1.99329 -0.33452
C: 0.38893 -2.03178 0.41464
Cl: -0.89323 -1.51843 -0.73788
H: 0.20486 -3.04965 0.75841
H: 0.29339 -1.31130 1.22698